# 1
# C43H39IrN2O3P2S2

C43H39IrN2O3P2S2 as an isolated structure (ωB97M-V/def2-TZVPD, the OMol25 dataset).

Properties
HOMO-LUMO gap (alpha / beta) (eV): 6.9 / 6.2
Charge: +1
Energy relative to the best compared isomer or geometry (same formula, charge and spin) (kJ/mol): 266.9
Molar mass (g mol⁻¹): 950.10
2S+1: 2

Each line ends with the Löwdin charge.
CARTESIAN COORDINATES (ANGSTROEM)
Ir -0.27741 0.37380 0.24720  1.329
O -1.29695 1.01234 -1.32808  -0.288
C -1.13367 2.06476 -2.10420  -0.294
C -1.83920 2.08116 -3.31789  0.013
C -1.72902 3.16713 -4.15386  -0.046
C -0.94909 4.27897 -3.80773  -0.071
C -0.28070 4.28478 -2.61285  -0.029
C -0.34601 3.17692 -1.74234  -0.137
C 0.28780 3.27261 -0.47200  -0.054
N 0.36579 2.33876 0.41461  -0.118
C 0.93545 2.65400 1.73396  -0.165
C 0.23102 1.73170 2.71827  -0.182
N 0.44567 0.39734 2.14204  -0.160
C 1.25059 -0.40318 2.74600  -0.100
C 1.87574 -1.54253 2.16642  -0.144
C 2.71783 -2.33076 2.97941  -0.032
C 3.52903 -3.28461 2.42886  -0.077
C 3.53151 -3.43719 1.03393  -0.059
C 2.71278 -2.69943 0.21727  -0.074
C 1.83159 -1.74180 0.76742  -0.365
O 1.08785 -1.05803 -0.06704  -0.253
H -2.44206 1.22066 -3.57352  0.122
H -2.26003 3.16370 -5.09731  0.115
H -0.88257 5.12559 -4.47598  0.110
H 0.31215 5.14277 -2.31859  0.119
H 0.69616 4.24857 -0.20786  0.144
H 0.81897 3.70976 1.97828  0.128
H 1.99786 2.39963 1.71942  0.134
H -0.83600 1.94966 2.75827  0.107
H 0.65090 1.79801 3.72226  0.126
H 1.56142 -0.12661 3.75235  0.137
H 2.73132 -2.14056 4.04622  0.119
H 4.18152 -3.88575 3.04539  0.107
H 4.19440 -4.16586 0.58355  0.116
H 2.72281 -2.84108 -0.85339  0.111
C -2.65260 -2.68981 0.84850  -0.484
P -2.12147 -1.11948 0.03886  0.978
C -2.21284 -1.65432 -1.70613  -0.361
C -1.08705 -1.58083 -2.52088  -0.134
C -1.13606 -2.04214 -3.82629  -0.077
C -2.30608 -2.58646 -4.33582  -0.075
C -3.42709 -2.68846 -3.52479  -0.063
C -3.37417 -2.23651 -2.21440  -0.104
C -3.44279 0.09521 0.36068  -0.352
C -3.34057 0.85635 1.52428  -0.132
C -4.27166 1.84240 1.81174  -0.072
C -5.31882 2.08146 0.93373  -0.071
C -5.43366 1.32119 -0.22107  -0.063
C -4.50334 0.33291 -0.50766  -0.065
P -3.58800 -3.04936 2.41184  1.063
C -5.26432 -2.47781 1.93109  -0.387
C -5.98622 -3.38004 1.14622  -0.122
C -7.26172 -3.07385 0.69651  -0.079
C -7.85024 -1.87036 1.05777  -0.076
C -7.15152 -0.97678 1.85668  -0.076
C -5.86540 -1.27368 2.28273  -0.107
C -3.05573 -1.87808 3.69497  -0.401
C -1.76615 -1.36269 3.74619  -0.119
C -1.35134 -0.61500 4.84120  -0.089
C -2.21579 -0.36486 5.89525  -0.074
C -3.50167 -0.88960 5.85970  -0.067
C -3.90956 -1.65192 4.77802  -0.106
H -1.78689 -3.34812 0.81616  -0.045
H -3.35179 -3.11204 0.12220  0.027
H -0.15831 -1.17913 -2.13817  0.081
H -0.24908 -1.98351 -4.44340  0.114
H -2.33717 -2.94928 -5.35480  0.111
H -4.34051 -3.12699 -3.90379  0.111
H -4.25864 -2.35062 -1.59646  0.101
H -2.53921 0.65925 2.22491  0.066
H -4.18111 2.41882 2.72398  0.112
H -6.04388 2.85536 1.14938  0.111
H -6.24979 1.49857 -0.90911  0.113
H -4.60011 -0.21886 -1.43109  0.095
H -5.54814 -4.34023 0.89221  0.100
H -7.80389 -3.78548 0.08757  0.106
H -8.85392 -1.63568 0.72823  0.106
H -7.60545 -0.03683 2.14367  0.108
H -5.33094 -0.55578 2.88992  0.089
H -1.07203 -1.55676 2.93603  0.076
H -0.33722 -0.23733 4.89000  0.082
H -1.88616 0.21653 6.74599  0.106
H -4.18316 -0.71698 6.68221  0.110
H -4.90542 -2.07884 4.77974  0.110
C 0.01064 -6.71582 1.00132  -0.049
O -0.15621 -6.79965 -0.42990  -0.151
C -0.11418 -5.68663 -1.11146  -1.320
S -0.32652 -5.64690 -2.77125  0.767
S 0.10814 -4.13561 -0.54901  0.816
H 0.08705 -7.74438 1.33616  0.100
H -0.85928 -6.23176 1.44211  0.091
H 0.91681 -6.16180 1.24016  0.080


# 2
# C8H9BO2S

One molecule with the formula C8H9BO2S (ωB97M-V/def2-TZVPD, the OMol25 dataset).

Properties
SMILES: OB1Cc2ccccc2S[C@@H]1O
HOMO-LUMO gap (eV): 8.7
Energy relative to the best compared isomer or geometry (same formula, charge and spin) (kJ/mol): 33.4
Molar mass (g mol⁻¹): 180.04

Each line ends with the Löwdin charge.
CARTESIAN COORDINATES (ANGSTROEM)
O -2.77316 -1.23353 0.84510  0.244
B -1.80935 -1.31267 0.00664  -0.349
C -0.29456 -1.44770 0.86939  -0.044
C 0.63612 -0.39685 0.40451  -0.280
C 1.49083 0.24424 1.23472  -0.053
C 2.48318 1.13167 0.76009  -0.065
C 2.42405 1.63392 -0.54853  -0.072
C 1.44887 1.11205 -1.36313  -0.149
C 0.55557 0.17623 -0.88444  -0.442
S -0.47208 -0.43015 -2.25139  0.977
C -2.18705 -0.85050 -1.66988  -0.508
O -2.97521 0.30865 -1.66407  -0.110
H -3.60901 -1.03922 0.63849  0.056
H 0.06661 -2.54048 0.77167  0.133
H -0.58342 -1.35883 1.89844  0.084
H 1.52422 0.14782 2.33620  0.126
H 3.18685 1.42531 1.48972  0.083
H 3.05792 2.44763 -0.90426  0.108
H 1.26204 1.39520 -2.34472  0.064
H -2.62104 -1.68530 -2.23532  0.099
H -2.47051 1.12649 -1.49657  0.099


# 3
# C2H2N4

C2H2N4 as an isolated structure (ωB97M-V/def2-TZVPD, the OMol25 dataset).

Properties
HOMO-LUMO gap (eV): 8.7
Energy relative to the best compared isomer or geometry (same formula, charge and spin) (kJ/mol): 427.0
Molar mass (g mol⁻¹): 82.07

Each line ends with the Löwdin charge.
CARTESIAN COORDINATES (ANGSTROEM)
C -0.97358 -0.41811 -0.17612  -0.228
N -0.89724 0.83886 0.30482  -0.036
N 0.15499 1.52983 -0.18445  0.005
N 1.25168 0.87850 -0.43341  0.049
C 1.01971 -0.34528 0.09059  -0.196
N 0.12460 -1.12304 -0.46396  0.136
H -1.95021 -0.87755 -0.29045  0.119
H 1.27006 -0.48321 1.15298  0.150